{
  "formula": "C9H14",
  "method": "ωB97M-V with the def2-TZVPD basis set",
  "symbols": ["C", "C", "C", "C", "C", "C", "C", "H", "H", "H", "H", "H", "H", "H", "H", "C", "C", "H", "H", "H", "H", "H", "H"],
  "coordinates": [[-0.97219, 1.37485, -0.57368], [0.22549, 1.33301, 0.34438], [1.41668, 0.78030, -0.11482], [2.43427, 0.44919, 0.77194], [2.35924, 0.88366, 2.09301], [1.24084, 1.59007, 2.50761], [0.15960, 1.78767, 1.65634], [-0.60960, 1.38161, -1.60797], [-1.67403, 2.19057, -0.43374], [-1.42227, 0.38344, -0.54938], [1.54719, 0.48428, -1.14827], [3.25288, -0.17679, 0.43805], [3.24341, 0.77204, 2.70768], [1.18945, 1.86786, 3.55484], [-0.68696, 2.33346, 2.05454], [-2.20983, -2.12660, -1.28930], [-0.72189, -2.25713, -1.63105], [-2.45168, -1.29473, -0.63810], [-2.81516, -1.99741, -2.18901], [-2.57004, -3.03660, -0.81646], [-0.16038, -1.45241, -1.14515], [-0.52775, -2.09222, -2.69228], [-0.24725, -3.17813, -1.29917]],
  "lowdin_charge": [-0.041, -0.278, -0.070, -0.087, -0.102, -0.096, -0.053, 0.082, 0.081, 0.042, 0.107, 0.101, 0.098, 0.100, 0.109, -0.160, -0.153, 0.038, 0.064, 0.059, 0.033, 0.064, 0.063],
  "relative_energy_kj_mol": 45.2,
  "smiles": "Cc1ccccc1.CC",
  "energy_ev": -9559.7129,
  "homo_ha": -0.330
}

{
  "formula": "C12H13ClN2O2SZr",
  "method": "ωB97M-V with the def2-TZVPD basis set",
  "symbols": ["Cl", "C", "C", "C", "H", "C", "C", "H", "H", "H", "C", "Zr", "C", "O", "C", "O", "H", "H", "H", "C", "N", "C", "C", "N", "C", "S", "H", "H", "H", "H", "H", "H"],
  "coordinates": [[-0.65192, 0.39862, -3.38464], [2.10514, 2.08505, -0.55703], [1.39714, 2.31606, 0.67947], [0.15941, 2.98520, 0.35508], [1.77992, 2.11862, 1.67851], [0.11232, 3.17933, -1.07512], [1.31749, 2.62003, -1.62484], [1.58548, 2.67917, -2.68206], [3.10922, 1.67385, -0.65213], [-0.58270, 3.37967, 1.05187], [-0.92484, 3.94862, -1.82167], [0.04915, 0.77532, -0.54508], [-2.22742, 0.50784, -0.97630], [-3.34502, 0.29496, -1.19322], [1.05677, -1.09813, -1.51227], [1.40991, -2.11807, -1.93163], [-1.92201, 3.76996, -1.40626], [-0.93629, 3.65650, -2.87660], [-0.73145, 5.02914, -1.76342], [1.10349, -2.84646, 2.86398], [0.07146, -2.97104, 1.83687], [-0.44151, -4.15067, 1.31007], [-1.36328, -3.80359, 0.37453], [-1.39522, -2.41703, 0.33439], [-0.52590, -1.90944, 1.25468], [-0.21223, -0.27764, 1.74361], [1.96095, -2.28319, 2.47632], [0.70699, -2.31983, 3.73966], [1.41979, -3.85253, 3.14613], [-0.09741, -5.11056, 1.65995], [-1.98897, -4.41214, -0.24991], [-1.99847, -1.84761, -0.25294]],
  "lowdin_charge": [0.040, -0.140, -0.201, -0.137, 0.128, -0.377, -0.108, 0.145, 0.140, 0.150, -0.019, 1.171, -0.140, 0.174, -0.107, 0.174, 0.092, 0.091, 0.116, 0.003, -0.102, 0.027, 0.001, 0.093, -0.693, 0.735, 0.104, 0.107, 0.113, 0.151, 0.143, 0.129],
  "charge": 2,
  "energy_ev": -44353.9096,
  "homo_ha": -0.598
}

{
  "formula": "H23O11",
  "method": "ωB97M-V with the def2-TZVPD basis set",
  "symbols": ["O", "H", "H", "O", "H", "H", "O", "H", "H", "O", "H", "H", "O", "H", "H", "O", "H", "H", "O", "H", "O", "H", "H", "O", "H", "H", "O", "H", "H", "O", "H", "H", "H", "H"],
  "coordinates": [[-0.59332, 0.14281, 2.18892], [-0.28324, 0.30003, 3.12173], [-0.68455, -0.67917, 2.13151], [-1.05619, -2.06443, 4.61444], [-0.66429, -2.55758, 3.89257], [-1.89184, -1.90161, 4.15810], [1.62573, 0.64346, -0.03292], [-2.48267, 1.76679, -1.45347], [-0.66548, 2.70279, 0.66801], [3.64846, 1.24169, 1.76468], [2.99698, 0.97509, 1.16574], [-3.53199, -3.15954, 1.60500], [0.47794, -0.65666, -3.85375], [-0.36263, -1.16070, -4.23641], [4.43128, 0.94403, 1.43605], [2.01668, 2.59187, -1.64270], [1.71931, 2.81989, -2.54041], [0.84308, 1.12611, 0.55012], [-0.66758, -0.62266, -0.39220], [1.49185, 1.14659, -0.84683], [1.19578, -1.93466, -1.06904], [1.97575, -2.08296, -1.56710], [0.48586, -1.85117, -1.69061], [-2.73556, -2.86135, 1.19826], [-0.65241, -1.08818, 0.33438], [-2.70659, -1.91292, 1.34160], [-2.75303, 0.73943, -1.22353], [3.08044, 2.65466, -1.51691], [-3.67877, 0.65255, -1.52161], [-0.39341, 2.09840, 0.00374], [0.91500, -0.29176, -0.08414], [-0.17827, 2.72362, -0.98531], [0.49725, 0.15681, -4.37913], [-1.41955, -0.60129, -1.13877]],
  "lowdin_charge": [0.049, 0.121, -0.116, -0.039, 0.029, 0.030, 0.023, 0.139, 0.048, 0.019, -0.048, 0.033, -0.104, 0.122, -0.010, -0.096, 0.072, 0.147, -0.069, 0.043, -0.030, 0.050, 0.019, -0.029, -0.056, 0.018, -0.121, 0.183, 0.061, -0.112, 0.207, 0.233, 0.031, 0.157],
  "charge": 1,
  "relative_energy_kj_mol": 717.5,
  "energy_ev": -22885.0181,
  "homo_ha": -0.516
}

{
  "formula": "C31H33GeN2O5PbS2",
  "method": "ωB97M-V with the def2-TZVPD basis set",
  "symbols": ["Pb", "C", "O", "C", "C", "O", "C", "C", "O", "C", "H", "H", "H", "H", "H", "H", "H", "H", "H", "H", "H", "H", "H", "H", "S", "C", "S", "C", "C", "N", "C", "N", "O", "C", "O", "C", "C", "Ge", "C", "C", "C", "C", "C", "C", "C", "C", "C", "C", "C", "C", "C", "C", "C", "C", "C", "C", "H", "H", "H", "H", "H", "H", "H", "H", "H", "H", "H", "H", "H", "H", "H", "H", "H", "H", "H"],
  "coordinates": [[2.30774, -1.04800, -0.96347], [3.77000, 2.55806, -1.72688], [3.94556, 1.62678, -0.67857], [5.26505, 1.57475, -0.19128], [5.55676, 0.18397, 0.37041], [4.48296, -0.44522, 1.04025], [4.15106, -0.00280, 2.34318], [3.15486, 1.13957, 2.41127], [1.94630, 0.68785, 1.85218], [1.05073, 1.71431, 1.48400], [4.40640, 2.31104, -2.58049], [3.98817, 3.57909, -1.38966], [2.72748, 2.49802, -2.03674], [5.41295, 2.35429, 0.56864], [5.98051, 1.76379, -0.99995], [6.42998, 0.24950, 1.03306], [5.79373, -0.49105, -0.45252], [5.06404, 0.27098, 2.88915], [3.69672, -0.86297, 2.83712], [3.52537, 2.02488, 1.88635], [3.00942, 1.40942, 3.46889], [0.63551, 2.21768, 2.36520], [0.23981, 1.25036, 0.92273], [1.54863, 2.45597, 0.85049], [4.21309, -2.86237, -1.40649], [4.57306, -1.98553, -2.85817], [3.56083, -0.64528, -3.29849], [5.66470, -2.32298, -3.63472], [6.53230, -3.40148, -3.28531], [7.25419, -4.26369, -3.03097], [5.99963, -1.60183, -4.81944], [6.29167, -1.03783, -5.78181], [0.56655, -2.49195, -1.81516], [-0.51235, -2.01461, -1.36344], [-0.60207, -0.97615, -0.67062], [-1.80504, -2.76235, -1.64317], [-3.00511, -1.82226, -1.66961], [-3.01637, -0.57551, -0.14196], [-2.32208, 1.24063, -0.40283], [-1.74707, 1.65038, -1.60417], [-1.28637, 2.95031, -1.76685], [-1.38269, 3.85864, -0.72025], [-1.95060, 3.46380, 0.48310], [-2.42115, 2.16510, 0.63477], [-2.44397, -1.36783, 1.55246], [-1.24345, -0.98848, 2.15182], [-0.83862, -1.55621, 3.35214], [-1.62408, -2.52393, 3.96493], [-2.81224, -2.92479, 3.37033], [-3.21840, -2.34772, 2.17353], [-4.96559, -0.17885, 0.08196], [-5.64926, -0.16588, 1.29739], [-7.00082, 0.15498, 1.36429], [-7.69938, 0.47402, 0.20946], [-7.03703, 0.47684, -1.01164], [-5.68853, 0.15442, -1.06739], [-1.91083, -3.47873, -0.82138], [-1.69331, -3.33593, -2.56316], [-3.93906, -2.38666, -1.64999], [-3.00931, -1.21934, -2.58252], [-1.63888, 0.94036, -2.41538], [-0.84105, 3.25230, -2.70749], [-1.01310, 4.87002, -0.84027], [-2.02949, 4.16877, 1.30219], [-2.87478, 1.86673, 1.57519], [-0.60758, -0.26269, 1.65743], [0.09998, -1.25407, 3.80086], [-1.30788, -2.97295, 4.89852], [-3.42286, -3.68802, 3.83782], [-4.14828, -2.66811, 1.71525], [-5.11757, -0.40276, 2.21264], [-7.51057, 0.15588, 2.32089], [-8.75227, 0.72341, 0.25944], [-7.57303, 0.73267, -1.91804], [-5.18366, 0.16725, -2.02908]],
  "lowdin_charge": [1.151, -0.119, -0.286, -0.206, -0.178, -0.235, -0.173, -0.214, -0.236, -0.103, 0.078, 0.090, 0.087, 0.120, 0.130, 0.128, 0.108, 0.128, 0.132, 0.112, 0.130, 0.097, 0.058, 0.092, 0.487, -1.165, 0.477, -0.410, -0.279, 0.127, -0.281, 0.126, -0.179, -0.691, -0.159, -0.163, -0.243, 0.992, -0.264, -0.100, -0.091, -0.106, -0.103, -0.115, -0.249, -0.088, -0.076, -0.102, -0.100, -0.121, -0.255, -0.114, -0.102, -0.112, -0.102, -0.117, 0.120, 0.113, 0.069, 0.070, 0.100, 0.098, 0.095, 0.097, 0.105, 0.065, 0.099, 0.095, 0.095, 0.100, 0.088, 0.095, 0.093, 0.095, 0.096],
  "charge": -1,
  "energy_ev": -129336.8959,
  "homo_ha": -0.190
}

The calculation returns the following HOMO-LUMO gap values, one per record and in order: 10.03; 6.92; 10.43; 7.52 eV.